--- a ---
Here is an isolated ion of composition C8H15N2O and charge +1 from the OMol25 dataset. Energies are from wB97M-V/def2-TZVPD.

Output
Frontier orbital gap in eV: 8.47
Total charge: +1
SMILES: C[C@@H](O)/C(N)=C/C=C\CC=[NH2+]

The geometry in XYZ format:
```
26
C8H15N2O | the OMol25 dataset | wB97M-V/def2-TZVPD
C 2.0444 -1.4777 0.2611
C 2.2749 -0.0767 0.5069
O 3.3999 0.2972 -0.2987
C 1.0171 0.7125 0.0070
N 1.3570 1.7400 -0.8125
C -0.3186 0.5009 0.5520
C -1.1962 1.6640 0.1571
C -2.4228 1.4061 -0.1422
C -2.8948 -0.0149 0.1522
C -1.7360 -0.9659 0.2904
N -1.5328 -1.7645 -0.8132
H 1.6247 -1.6210 -0.7267
H 1.1706 -1.7100 0.9053
H 2.9032 -2.1959 0.3544
H 2.3319 0.0384 1.5958
H 3.8849 -0.4306 -0.6102
H 2.2980 1.9537 -0.8604
H 0.7011 2.4068 -1.0721
H -0.1393 0.2923 1.6101
H -0.7084 2.6360 0.1860
H -3.1967 1.9924 -0.4244
H -3.6045 0.0700 1.0873
H -3.5152 -0.4542 -0.6873
H -1.4671 -1.4786 1.1948
H -0.6109 -2.1849 -0.6845
H -1.6644 -1.3356 -1.7284
```


--- b ---
Here is a 2-piece molecular cluster, C8H15N2O overall from the OMol25 dataset. Energies are from wB97M-V/def2-TZVPD.

Output
Frontier orbital gap (spin up / spin down) in eV: 7.71 / 7.43
Total charge: +1

The geometry in XYZ format:
```
26
C8H15N2O | the OMol25 dataset | wB97M-V/def2-TZVPD
C -3.6492 0.7241 -0.2773
C -2.3068 0.9995 -0.6170
C -3.7106 -0.4736 0.3181
C -1.5957 -0.0546 -0.1685
C 2.9634 0.9427 -0.2774
C 0.9540 1.6021 1.2118
C 1.1855 -2.6697 -0.1909
C 0.9361 -0.2765 -0.6728
N -2.4285 -0.9883 0.4173
N 1.4803 0.9831 -0.0561
O 1.1981 -1.2717 0.1898
H -4.5132 1.3827 -0.4067
H -2.0991 1.9653 -1.1130
H -4.5062 -0.9485 0.7086
H 3.2779 0.2577 0.4772
H 3.1309 0.7389 -1.2443
H 3.5297 1.9224 0.0398
H 1.2760 2.6165 1.2554
H -0.1408 1.2888 1.1290
H 1.5576 1.1037 1.9814
H 0.8835 -3.3625 0.5658
H 2.1253 -2.8847 -0.4685
H 0.4219 -2.6490 -1.0195
H 1.1277 -0.5484 -1.6578
H -2.1473 -1.8732 0.7140
H 1.0495 1.4730 -0.8387
```


--- c ---
Here is an isolated ion of composition C8H15N2O and charge +1 from the OMol25 dataset. Energies are from wB97M-V/def2-TZVPD.

Output
Frontier orbital gap in eV: 10.31
Total charge: +1
SMILES: C1CN([C@@]2([NH+]3CC3)CCO2)C1

The geometry in XYZ format:
```
26
C8H15N2O | the OMol25 dataset | wB97M-V/def2-TZVPD
C 3.0163 0.6367 0.1458
C 1.6290 1.2665 0.5107
N 1.1043 0.4489 -0.5330
C -0.4626 -0.3465 -0.1775
N -1.2671 0.8142 -0.5995
C -2.6254 0.7449 -0.2482
C -1.7317 1.6994 0.4756
C -0.7168 -1.6985 -0.7997
C -1.0629 -2.1698 0.6253
O -0.7985 -0.8323 1.1339
C 2.2854 -0.4761 -0.5367
H 3.5897 1.1751 -0.5671
H 3.6217 0.5608 1.0553
H 1.3328 1.0955 1.6245
H 1.6254 2.4339 0.4104
H -0.9771 1.1628 -1.4705
H -2.7763 -0.0830 0.4196
H -3.4679 0.9234 -0.9804
H -1.7339 2.8245 0.4345
H -1.4636 1.2763 1.4856
H 0.2381 -2.0075 -1.2244
H -1.5496 -1.8115 -1.4124
H -2.0950 -2.6094 0.6747
H -0.4307 -2.8143 1.1983
H 2.4788 -0.6672 -1.6552
H 2.2375 -1.5468 0.0106
```


Which of them is least stable? Easy: b.


--- a ---
Here is C17H13N3S as an isolated structure from the OMol25 dataset. Energies are from wB97M-V/def2-TZVPD.

Output
Frontier orbital gap in eV: 8.52
Total charge: 0

The geometry in XYZ format:
```
34
C17H13N3S | the OMol25 dataset | wB97M-V/def2-TZVPD
N 1.5459 0.4955 -2.0756
N -1.7425 0.1806 0.8926
S -1.0671 0.5990 -2.9438
C 0.2746 0.5136 -1.8210
C 2.0846 0.1061 -0.9527
C 1.2432 0.1508 0.0945
C -1.3679 0.3308 -0.3165
C -5.6657 -0.1492 2.4541
C 6.2749 -0.5854 -1.2272
C -5.3418 0.9937 1.6748
C -4.7159 -0.9889 2.6854
C 5.5069 -1.3287 -0.2541
C 5.5921 0.4638 -1.8553
C -4.0172 1.0102 1.1534
C -3.3720 -0.9101 2.1680
C 4.0972 -1.0956 -0.0394
C 4.2139 0.7461 -1.5995
C -3.0548 0.1543 1.3230
C 3.4916 -0.0607 -0.7849
N -0.0165 0.3011 -0.5718
C -2.2711 0.4426 -1.5939
H 1.5279 -0.1060 1.1375
H -6.6159 -0.2599 3.0082
H 7.2607 -0.8844 -1.4532
H -6.0450 1.8022 1.6178
H -5.0137 -1.8059 3.2762
H 5.8831 -2.0406 0.3334
H 6.0507 1.1120 -2.5560
H -3.6622 1.9566 0.5741
H -2.6742 -1.6169 2.5871
H 3.6431 -1.7796 0.6375
H 3.8630 1.4267 -2.3167
H -2.9137 -0.4283 -1.7404
H -2.9961 1.2545 -1.5158
```


--- b ---
Here is one molecule with the formula C17H13N3S from the OMol25 dataset. Energies are from wB97M-V/def2-TZVPD.

Output
Frontier orbital gap in eV: 8.49
Total charge: 0
SMILES: Cc1c(-c2ccccc2)nc(N)c(C#N)c1-c1cccs1

The geometry in XYZ format:
```
34
C17H13N3S | the OMol25 dataset | wB97M-V/def2-TZVPD
C 1.4471 -1.0643 -0.1355
C 0.2981 -0.1030 -0.1765
C -0.8682 -0.2703 0.5829
C -1.0379 -1.3677 1.5530
C -2.2041 -2.1269 1.5232
C -2.3949 -3.1516 2.4307
C -1.4316 -3.4193 3.3895
C -0.2803 -2.6516 3.4415
C -0.0811 -1.6320 2.5284
N -1.9228 0.5324 0.4779
C -1.8895 1.5761 -0.3359
N -2.9822 2.3724 -0.3649
C -0.7446 1.8642 -1.1175
C -0.7275 2.9825 -1.9667
N -0.7556 3.9037 -2.6531
C 0.3488 0.9970 -1.0338
C 1.5294 1.2777 -1.8589
C 2.6048 2.0498 -1.5494
C 3.5502 2.1239 -2.5978
C 3.1783 1.4080 -3.6863
S 1.6629 0.6269 -3.4634
H 2.2654 -0.6609 0.4618
H 1.8273 -1.2328 -1.1418
H 1.1426 -2.0169 0.2892
H -2.9512 -1.9056 0.7764
H -3.2987 -3.7421 2.3935
H -1.5811 -4.2191 4.0998
H 0.4656 -2.8466 4.1982
H 0.8072 -1.0212 2.5891
H -3.7938 2.0765 0.1462
H -3.0551 3.1117 -1.0404
H 2.7152 2.5534 -0.6053
H 4.4624 2.6896 -2.5369
H 3.6950 1.2860 -4.6172
```


Which of them is least stable? Easy: a.


--- a ---
Here is a 3-piece molecular cluster, C10H18N2O5 overall from the OMol25 dataset. Energies are from wB97M-V/def2-TZVPD.

Output
Frontier orbital gap in eV: 10.01
Total charge: 0

The geometry in XYZ format:
```
35
C10H18N2O5 | the OMol25 dataset | wB97M-V/def2-TZVPD
C -0.7588 -0.3017 -0.3008
C -0.4906 -0.7690 1.2057
C -2.3259 0.0374 -0.3953
C -3.5151 -1.1426 -0.1208
C -2.7366 1.3826 0.2079
C -2.0770 2.5862 -0.4168
C 1.9731 -0.5665 0.5225
C 2.6957 -1.7130 -0.1548
C 2.9678 0.5216 1.0301
C 3.7308 1.4783 0.0950
H -0.2903 -1.1529 -2.4345
H -1.0954 -2.2695 -1.2619
H -0.3211 0.7427 -0.6234
H -2.4013 0.2822 -1.5667
H -4.4407 -0.9123 -0.7832
H -3.9044 -0.8019 1.0902
H -2.9313 -2.2770 -0.3421
H -2.3539 1.2096 1.1997
H -3.8382 1.3419 0.1004
H -2.1793 3.2695 0.5125
H -0.6931 2.3634 -0.7817
H -2.5115 3.1478 -1.5268
H 1.1404 -1.2719 2.2981
H 1.5319 -0.2230 -0.4354
H 2.2213 1.3599 0.9710
H 3.5223 0.2433 2.0288
H 4.6216 -0.2225 -0.1938
H 0.9150 -2.0808 -0.7017
N -0.4300 -1.5048 -1.3812
N 0.8368 -0.8497 1.4968
O -1.2314 -0.9845 2.0667
O 4.0436 -1.7525 -0.3911
O 3.2038 2.4831 -0.4182
O 5.2075 0.9411 0.0597
O 1.9145 -2.5946 -0.6550
```


--- b ---
Here is one molecule with the formula C10H18N2O5 from the OMol25 dataset. Energies are from wB97M-V/def2-TZVPD.

Output
Frontier orbital gap in eV: 10.04
Total charge: 0
SMILES: CC[C@H](C)[C@H](N)C(=O)N[C@@H](CC(=O)O)C(=O)O

The geometry in XYZ format:
```
35
C10H18N2O5 | the OMol25 dataset | wB97M-V/def2-TZVPD
C -1.9335 -3.4941 -1.5946
C -1.4513 -2.0368 -1.6030
C -0.1478 -1.7899 -0.7195
C 0.9054 -2.9731 -0.8537
C -0.4176 -1.4735 0.7742
N -1.0523 -2.4970 1.5702
C -1.2616 -0.2054 0.8482
O -2.4421 -0.1933 1.0784
N -0.6593 1.0065 0.4600
C 0.7210 1.4103 0.5305
C 0.9386 2.6630 -0.4378
C 1.1335 2.1649 -1.8697
O 2.0866 2.3172 -2.6585
O 0.1259 1.3623 -2.3132
C 1.2040 1.7026 1.9154
O 2.0658 2.4966 2.1832
O 0.5953 0.8235 2.8010
H -2.8452 -3.6985 -2.1846
H -1.1940 -4.1706 -1.9656
H -2.1206 -3.8416 -0.5558
H -1.1659 -1.8754 -2.6355
H -2.1521 -1.2505 -1.4337
H 0.3311 -0.9029 -1.1368
H 1.0038 -3.1953 -1.9475
H 1.9133 -2.5375 -0.5218
H 0.7071 -3.8473 -0.1996
H 0.5331 -1.2104 1.2097
H -2.0440 -2.3794 1.3765
H -0.9347 -2.1621 2.5267
H -1.3115 1.7335 0.6422
H 1.3851 0.6169 0.1643
H 1.8516 3.2179 -0.0966
H -0.0210 3.3013 -0.2396
H -0.5385 1.2477 -1.5673
H 0.9888 1.1284 3.6865
```


Which of them is least stable? Easy: a.


--- a ---
Here is a 3-piece molecular cluster, C6H12 overall from the OMol25 dataset. Energies are from wB97M-V/def2-TZVPD.

Output
Frontier orbital gap in eV: 7.98
Total charge: 0

The geometry in XYZ format:
```
18
C6H12 | the OMol25 dataset | wB97M-V/def2-TZVPD
C 0.8033 0.9032 -0.5639
C 0.3218 -2.2023 -0.3252
C 1.8261 0.8768 0.5434
C -2.0192 1.1398 0.2276
C -0.5748 -1.0629 -0.1614
C -1.0408 0.0760 0.0003
H 1.1659 0.5116 -1.5140
H 0.4204 1.9085 -0.7424
H -2.0386 -1.5036 0.2212
H 1.1820 -2.1232 0.3421
H 0.6587 -2.2848 -1.3603
H -0.2141 -3.1157 -0.0576
H 1.3804 1.1674 1.5019
H 2.2797 -0.1123 0.6633
H 2.6509 1.5830 0.3635
H -2.2666 1.6436 -0.7094
H -2.9307 0.7160 0.6540
H -1.6043 1.8790 0.9166
```


--- b ---
Here is one molecule with the formula C6H12 from the OMol25 dataset. Energies are from wB97M-V/def2-TZVPD.

Output
Frontier orbital gap in eV: 11.16
Total charge: 0
SMILES: CC(C)C1CC1

The geometry in XYZ format:
```
18
C6H12 | the OMol25 dataset | wB97M-V/def2-TZVPD
C -1.5570 0.9286 0.6131
C -0.6572 -0.0062 -0.1970
C -1.2618 -1.4113 -0.2958
C 0.7469 -0.0393 0.3458
C 1.9075 -0.4097 -0.4979
C 1.7819 1.0125 -0.0297
H -1.1331 1.9375 0.6683
H -2.5563 1.0043 0.1687
H -1.6760 0.5595 1.6400
H -0.5700 0.3956 -1.2189
H -0.6282 -2.0763 -0.8940
H -1.3743 -1.8605 0.6989
H -2.2552 -1.3782 -0.7608
H 0.8854 -0.1127 1.4332
H 2.7104 -1.0203 -0.0994
H 1.6848 -0.5842 -1.5465
H 1.4736 1.7740 -0.7346
H 2.5148 1.3511 0.7059
```


Which of them is least stable? Easy: a.


--- a ---
Here is one molecule with the formula CHIOS2 from the OMol25 dataset. Energies are from wB97M-V/def2-TZVPD.

Output
Frontier orbital gap in eV: 8.86
Total charge: 0

The geometry in XYZ format:
```
6
CHIOS2 | the OMol25 dataset | wB97M-V/def2-TZVPD
C -0.6212 0.6177 0.0864
O 1.3881 1.9027 -1.1167
S -0.1698 1.6185 1.4815
S 0.0317 2.1891 -0.6834
I -2.7252 0.0530 -0.0618
H 0.1789 0.0082 -0.3103
```


--- b ---
Here is CHIOS2 as an isolated structure from the OMol25 dataset. Energies are from wB97M-V/def2-TZVPD.

Output
Frontier orbital gap (spin up / spin down) in eV: 7.85 / 7.85
Total charge: 0

The geometry in XYZ format:
```
6
CHIOS2 | the OMol25 dataset | wB97M-V/def2-TZVPD
C -0.4236 -0.6827 0.3981
O 1.8655 0.9672 -0.9108
S 0.2316 0.5575 1.3922
S 0.4623 1.2176 -0.5601
I -2.4159 -0.8114 -0.2096
H 0.2801 -1.2482 -0.1098
```


Which of them is least stable? Easy: b.